{"formula": "C4H5NO2", "method": "ωB97M-V with the def2-TZVPD basis set", "multiplicity": 1, "species": ["C", "O", "C", "N", "O", "C", "C", "H", "H", "H", "H", "H"], "xyz": [[-0.90, 0.51, -1.64], [0.54, 0.70, -1.68], [1.04, 1.00, -0.51], [1.34, 1.34, 0.55], [1.70, 1.61, 1.69], [0.27, -1.16, 1.86], [-0.30, -2.12, 1.41], [-1.15, -0.27, -0.91], [-1.38, 1.45, -1.38], [-1.17, 0.20, -2.65], [0.79, -0.30, 2.25], [-0.79, -2.98, 1.03]]}

=====

{"formula": "C4H5NO2", "method": "ωB97M-V with the def2-TZVPD basis set", "multiplicity": 1, "species": ["N", "C", "C", "C", "O", "C", "O", "H", "H", "H", "H", "H"], "xyz": [[0.05, -1.09, -1.29], [-0.11, -0.16, -0.23], [0.77, 1.07, -0.15], [0.67, 0.21, 1.04], [-0.55, 0.48, 1.75], [-1.26, -0.10, 0.71], [-2.35, -0.59, 0.75], [-0.19, -0.64, -2.17], [-0.57, -1.88, -1.17], [1.68, 0.90, -0.73], [0.37, 2.08, -0.17], [1.45, -0.29, 1.59]]}

=====

Kohn-Sham gap list, top to bottom, in eV: 9.921, 10.493
Energy above the lowest of the compared OMol25 structures with the same formula, charge and spin list, top to bottom, in eV: 6.543, 1.958
Molecular weight list, top to bottom, in g/mol: 99.09, 99.09